Entry 1:
An isolated molecule of C4H7FO2 at a distorted geometry. Source: the OMol25 dataset; level of theory: ωB97M-V/def2-TZVPD.

Each line ends with the Mulliken charge.
Atoms and positions in Å:
C1 -2.474 -0.293 0.450  -1.0558
C2 -1.341 0.010 -0.413  0.8073
O1 -1.296 0.315 -1.544  -0.5162
O2 -0.091 0.020 0.297  -0.3810
C3 1.205 0.579 -0.361  0.3495
C4 2.211 -0.390 0.111  -1.0120
F1 1.458 1.831 0.075  -0.2739
H1 -2.651 -1.326 0.683  0.2880
H2 -2.215 0.290 1.341  0.2754
H3 -3.401 0.029 0.069  0.3517
H4 0.911 0.582 -1.454  0.2906
H5 2.167 -1.440 -0.241  0.3009
H6 2.330 -0.350 1.232  0.2715
H7 3.187 0.143 -0.246  0.3041

Values from the calculation:
E_tot = -406.94157 a.u.
Net charge = 0
ΔE to the lowest compared entry with this formula, charge and spin = 61.5 kJ/mol
SMILES string = CC(=O)O[C@H](C)F
Orbital gap = 11.413 eV

Entry 2:
A structure of composition C55H45N5O5RuS6Te at a distorted geometry. Source: the OMol25 dataset; level of theory: ωB97M-V/def2-TZVPD.

Each line ends with the Mulliken charge.
Atoms and positions in Å:
Ru1 -1.140 -0.385 0.507  1.4719
O1 0.133 1.771 3.902  -0.8201
C1 -0.384 1.275 2.907  -0.2946
O2 -0.122 0.116 2.447  -0.6565
C2 -1.349 2.093 2.084  1.7534
C3 -2.139 3.073 2.667  -0.8847
C4 -2.979 3.818 1.874  -1.1044
C5 -2.992 3.592 0.480  1.1134
C6 -3.824 4.299 -0.403  -1.0812
C7 -3.763 4.074 -1.759  -1.2370
C8 -2.850 3.159 -2.280  -0.7119
C9 -2.040 2.430 -1.438  0.0258
C10 -2.118 2.607 -0.052  0.1876
N1 -1.320 1.851 0.758  0.8511
H1 -2.079 3.200 3.736  0.4210
H2 -3.621 4.577 2.295  0.5282
H3 -4.521 5.017 0.008  0.4421
H4 -4.422 4.610 -2.429  0.4120
H5 -2.792 3.006 -3.347  0.5128
H6 -1.344 1.686 -1.814  0.2320
C11 5.353 -3.558 2.116  -1.6302
C12 4.717 -4.341 1.007  1.1093
C13 5.378 -5.400 0.411  -0.7456
C14 4.794 -6.132 -0.610  -0.7903
C15 3.527 -5.794 -1.050  -1.1432
C16 2.848 -4.736 -0.475  -0.1698
C17 3.429 -4.005 0.560  0.4120
N2 2.793 -2.932 1.172  -0.3360
C18 1.502 -2.457 0.889  0.0984
N3 0.587 -3.429 1.039  0.2808
C19 -0.799 -3.518 0.885  -0.7883
C20 -1.619 -2.451 0.500  0.3444
C21 -2.942 -2.771 0.203  -0.2604
C22 -3.462 -4.040 0.382  -1.3660
C23 -2.655 -5.054 0.861  -0.9601
C24 -1.315 -4.814 1.100  1.8601
C25 -0.436 -5.949 1.570  -1.5697
N4 1.304 -1.220 0.596  1.2931
C26 2.467 -0.416 0.655  -2.3809
C27 2.825 0.127 1.899  0.7310
C28 4.044 0.760 2.067  -1.3013
C29 4.913 0.876 0.997  -0.7079
C30 4.540 0.387 -0.243  -0.8360
C31 3.335 -0.274 -0.440  1.6950
C32 3.014 -0.862 -1.776  -1.0370
H7 6.312 -3.992 2.385  0.4103
H8 4.714 -3.554 2.999  0.3552
H9 5.520 -2.520 1.819  0.2564
H10 6.370 -5.660 0.755  0.3771
H11 5.328 -6.954 -1.061  0.3893
H12 3.063 -6.349 -1.854  0.4484
H13 1.873 -4.459 -0.849  0.5492
H14 3.417 -2.203 1.493  0.2888
H15 1.004 -4.298 1.342  0.2263
H16 -3.609 -2.033 -0.215  0.6319
H17 -4.498 -4.233 0.146  0.5134
H18 -3.068 -6.043 1.016  0.3138
H19 -1.055 -6.822 1.766  0.4064
H20 0.083 -5.700 2.498  0.3624
H21 0.303 -6.229 0.816  0.2714
H22 2.143 0.000 2.728  0.3185
H23 4.315 1.144 3.040  0.4637
H24 5.872 1.358 1.122  0.4217
H25 5.213 0.494 -1.082  0.4443
H26 3.589 -0.377 -2.560  0.5545
H27 1.955 -0.756 -1.994  -0.3651
H28 3.246 -1.928 -1.795  0.1973
O3 -4.004 0.243 -1.411  -0.4412
C33 -4.239 0.110 -0.214  -0.8381
N5 -3.313 0.131 0.749  0.5496
S1 -3.900 -0.187 2.237  0.7359
O4 -3.238 -1.347 2.771  -0.6233
O5 -3.928 0.977 3.082  -0.6709
C34 -5.589 -0.467 1.685  0.4461
C35 -6.748 -0.765 2.362  -0.9336
C36 -7.942 -0.786 1.644  -0.5569
C37 -7.957 -0.500 0.284  -0.6113
C38 -6.786 -0.189 -0.388  -0.4328
C39 -5.599 -0.169 0.331  0.3256
H29 -6.728 -0.977 3.420  0.5146
H30 -8.865 -1.030 2.153  0.4078
H31 -8.894 -0.519 -0.255  0.4288
H32 -6.775 0.043 -1.442  0.5399
C40 0.696 -3.500 -3.731  -0.2227
S2 1.091 -1.946 -4.595  -0.1738
C41 -0.447 -1.106 -4.539  0.2098
C42 -1.101 -0.692 -3.417  -0.9861
S3 -0.407 -0.911 -1.854  0.0946
S4 -2.637 0.124 -3.683  0.4853
C43 -2.440 0.285 -5.417  0.0712
S5 -3.455 1.182 -6.364  -0.3008
S6 -1.129 -0.658 -6.084  -0.2377
H33 1.618 -4.072 -3.706  0.2727
H34 -0.066 -4.037 -4.287  0.4114
H35 0.358 -3.263 -2.728  -0.2244
Te1 1.219 2.324 0.607  -0.0253
C44 3.111 3.359 0.281  0.8112
C45 3.716 3.978 1.366  -0.4962
C46 4.854 4.747 1.203  -0.7394
C47 5.398 4.911 -0.060  -0.4840
C48 4.803 4.299 -1.150  -0.7568
C49 3.666 3.528 -0.977  -0.3504
C50 0.416 4.222 -0.004  0.3700
C51 0.076 5.173 0.944  -0.3975
C52 -0.460 6.387 0.552  -0.7291
C53 -0.656 6.656 -0.792  -0.5532
C54 -0.295 5.719 -1.743  -0.6834
C55 0.240 4.507 -1.350  -0.1828
H36 3.276 3.852 2.348  0.3934
H37 5.317 5.226 2.055  0.4280
H38 6.276 5.526 -0.196  0.3862
H39 5.223 4.434 -2.136  0.4341
H40 3.193 3.054 -1.826  0.4099
H41 0.222 4.957 1.994  0.4089
H42 -0.730 7.125 1.294  0.4534
H43 -1.088 7.598 -1.099  0.3965
H44 -0.434 5.929 -2.793  0.4556
H45 0.515 3.771 -2.092  0.4137

Values from the calculation:
E_tot = -5524.97749 a.u.
Net charge = -1
Multiplicity = 2
ΔE to the lowest compared entry with this formula, charge and spin = 98.3 kJ/mol
Orbital gap (spin up / spin down) = 6.478 / 6.228 eV

Entry 3:
A cluster of 2 separate species, C2ClF2NO in total at a distorted geometry. Source: the OMol25 dataset; level of theory: ωB97M-V/def2-TZVPD.

Each line ends with the Mulliken charge.
Atoms and positions in Å:
C1 1.168 -0.387 -0.068  0.3177
C2 -0.941 1.022 -0.335  0.0866
N1 0.729 -1.060 -0.946  0.4539
O1 0.186 -1.715 -1.756  -0.5775
F1 -1.637 0.273 0.551  -0.1067
F2 -0.667 2.125 0.289  -0.0795
Cl1 2.254 0.375 0.879  -0.0944

Values from the calculation:
E_tot = -865.91981 a.u.
Net charge = 0
ΔE to the lowest compared entry with this formula, charge and spin = 0.0 kJ/mol
Orbital gap = 9.517 eV

Entry 4:
A cluster of 12 separate species, C4H34N3O12 in total at a distorted geometry. Source: the OMol25 dataset; level of theory: ωB97M-V/def2-TZVPD.

Each line ends with the Mulliken charge.
Atoms and positions in Å:
N1 1.851 1.014 -1.143  -0.0616
C1 0.942 -0.215 -1.039  -0.1668
C2 -0.481 0.341 -0.835  0.5225
N2 -1.602 -0.349 -1.048  0.1858
C3 -1.485 -1.753 -1.376  -0.7160
C4 -1.375 -2.609 -0.068  0.3696
N3 -2.451 -2.199 0.940  -0.6565
O1 -0.604 1.609 -0.502  -0.9095
H1 1.694 1.589 -0.280  0.3853
H2 1.636 1.578 -2.061  0.2817
H3 2.899 0.885 -1.095  0.4534
H4 1.228 -0.853 -0.191  -0.3709
H5 1.090 -0.694 -2.093  0.6228
H6 -2.415 0.162 -1.252  0.4522
H7 -0.502 -1.989 -2.055  0.3043
H8 -2.388 -2.160 -1.975  0.3567
H9 -1.295 -3.692 -0.488  0.4030
H10 -0.391 -2.354 0.478  -0.5160
H11 -2.525 -1.225 0.820  0.2337
H12 -3.317 -2.511 0.654  0.2852
H13 -3.568 3.568 -0.231  0.3228
H14 -4.593 2.401 -0.544  0.2890
O2 -3.786 2.563 -0.049  -0.5996
H15 1.902 -1.990 1.208  0.2813
H16 1.227 -3.306 1.014  0.3765
O3 1.734 -2.670 0.534  -0.7829
H17 -1.745 3.403 -2.982  0.3600
H18 -1.547 2.559 -1.747  0.2835
O4 -1.515 2.450 -2.754  -0.7287
H19 -1.094 1.833 1.231  0.2995
H20 -1.485 1.894 2.910  0.2635
O5 -0.823 1.763 2.188  -0.6622
H21 2.948 -0.567 2.426  0.3105
H22 1.538 -0.070 1.897  0.2890
O6 2.457 -0.390 1.622  -0.7867
H23 4.243 2.156 1.087  0.2969
H24 3.362 1.059 1.199  0.3657
O7 3.514 1.843 0.784  -0.5602
H25 -4.802 0.165 -1.408  0.2547
H26 -4.880 -1.312 -1.618  0.3208
O8 -4.326 -0.620 -1.083  -0.5989
H27 1.181 2.992 -4.088  0.2854
H28 -0.178 2.222 -3.490  0.4464
O9 0.895 2.144 -3.608  -0.7798
H29 4.084 -0.564 -0.240  0.3036
H30 3.152 -1.831 -0.336  0.3695
O10 3.505 -1.089 -0.821  -0.7090
H31 -0.563 -1.059 2.992  0.2345
H32 0.227 0.262 2.857  0.3029
O11 0.261 -0.629 2.973  -0.4771
H33 2.960 -0.679 4.688  0.2880
H34 2.325 -1.875 4.106  0.2496
O12 2.884 -1.202 3.889  -0.5674

Values from the calculation:
E_tot = -1239.65303 a.u.
Net charge = +1
ΔE to the lowest compared entry with this formula, charge and spin = 199.3 kJ/mol
Orbital gap = 9.761 eV

Entry 5:
A cluster of 2 separate species, C2H5ClS in total at a distorted geometry. Source: the OMol25 dataset; level of theory: ωB97M-V/def2-TZVPD.

Each line ends with the Mulliken charge.
Atoms and positions in Å:
C1 0.074 -1.348 -0.955  -0.7454
C2 0.710 1.452 0.686  -0.1554
S1 0.019 0.910 2.119  -0.0333
Cl1 0.027 2.827 -0.095  -0.0768
H1 0.694 -1.161 -1.784  0.2928
H2 -0.972 -1.258 -1.220  0.2551
H3 0.529 -0.572 -0.279  0.0461
H4 0.143 -2.338 -0.471  0.2679
H5 -1.224 1.487 1.999  0.1490

Values from the calculation:
E_tot = -937.46263 a.u.
Net charge = 0
ΔE to the lowest compared entry with this formula, charge and spin = 250.9 kJ/mol
Orbital gap = 8.464 eV

Entry 6:
An isolated molecule of C7H10ClNO2 at a distorted geometry. Source: the OMol25 dataset; level of theory: ωB97M-V/def2-TZVPD.

Each line ends with the Mulliken charge.
Atoms and positions in Å:
C1 1.557 1.242 1.183  0.2011
C2 1.706 -0.047 -0.422  0.3792
C3 1.765 2.102 -0.171  -0.5177
C4 -0.169 -0.067 0.642  -0.3883
C5 -2.335 -0.003 -0.468  -1.4654
C6 -0.952 -2.183 -0.357  -1.6105
C7 -1.272 -0.880 0.367  1.0996
N1 0.139 0.868 1.370  -0.5881
O1 2.213 0.109 0.872  -0.4136
O2 2.213 1.129 -1.148  -0.3822
Cl1 2.148 -1.487 -1.173  -0.1888
H1 1.986 1.714 2.039  0.4793
H2 0.698 2.418 -0.379  0.2235
H3 2.416 2.922 -0.156  0.3988
H4 -2.303 1.003 -0.057  0.4363
H5 -3.242 -0.541 -0.257  0.4288
H6 -1.903 0.251 -1.445  0.3355
H7 -1.862 -2.329 -0.859  0.4205
H8 -0.693 -3.014 0.212  0.3329
H9 -0.225 -2.021 -1.024  0.4947
H10 -1.887 -1.188 1.229  0.3244

Values from the calculation:
E_tot = -937.99195 a.u.
Net charge = 0
ΔE to the lowest compared entry with this formula, charge and spin = 357.3 kJ/mol
Orbital gap = 9.228 eV